ORCA calculation (ωB97M-V with the def2-TZVPD basis set) on a molecular structure, C3H5NO.

Calculated values
spin multiplicity: 3
LUMO energy (spin up / spin down): 0.5 / -1.8 eV
highest occupied orbital energy (spin up / spin down): -8.12 / -9.50 eV

XYZ file:
```
10
Properties=species:S:1:pos:R:3:forces:R:3
C -1.37650 -0.69342 -0.08119 1.655 -4.256 0.154
C 0.29443 1.68570 0.13804 3.084 -4.141 0.923
C -0.05853 -1.02760 0.08168 -1.362 -1.950 -1.343
N 0.94581 -0.18340 0.10812 1.373 5.250 1.577
O 2.17917 -0.34626 0.38435 -2.396 0.084 -0.750
H -2.10015 -1.51514 -0.20350 0.433 0.679 0.060
H -1.67500 0.25956 -0.01956 -1.220 3.367 0.192
H 1.20232 2.07551 0.57920 -0.313 0.545 0.682
H 0.27098 1.77772 -0.89415 -0.882 0.727 -1.971
H 0.31746 -2.03267 -0.09300 -0.371 -0.304 0.475
```
Forces are in eV/Å.

=====

ORCA calculation (ωB97M-V with the def2-TZVPD basis set) on 14 unconnected molecules or ions with the total composition C39H99F3N3O15.

Calculated values
spin multiplicity: 2
LUMO energy (spin up / spin down): 0.3 / -2.8 eV
highest occupied orbital energy (spin up / spin down): -8.58 / -8.58 eV

XYZ file:
```
159
Properties=species:S:1:pos:R:3:forces:R:3
C -3.16168 0.80838 2.49536 -1.656 -0.515 -1.545
O -2.72296 -0.21876 1.57116 -0.033 1.172 1.339
O -4.58670 0.84337 2.51881 2.629 -0.160 0.646
C -2.46759 0.74315 3.88894 1.050 -0.718 -0.126
F -1.13125 0.73405 3.77234 0.641 -0.327 -1.156
F -2.68068 1.76314 4.66677 -1.448 1.437 0.393
F -2.75462 -0.34628 4.59533 -0.663 -0.950 -0.172
C -1.86802 0.22732 0.51836 1.435 -0.582 -0.879
C -1.28561 -0.99165 -0.20864 -1.075 -0.328 0.409
H -0.88954 -0.71670 -1.18620 0.467 0.153 0.252
H -0.62035 -1.59923 0.40487 0.310 0.260 -0.103
H -2.12972 -1.63756 -0.45022 -0.125 -0.141 -0.011
H -1.03236 0.82794 0.87754 -0.057 0.162 0.486
H -2.31325 0.80099 -0.29451 -0.957 0.356 0.431
H -2.91084 1.78449 2.08016 -0.044 0.576 -0.018
C 0.02888 2.98654 6.75678 -0.150 0.207 -0.014
C 0.37707 1.85164 7.69687 -0.381 0.875 1.253
O -0.59083 1.94925 8.75032 -0.658 -0.028 0.070
H -0.00107 3.95098 7.26381 0.294 -0.130 0.475
H -1.00401 2.87332 6.42753 0.155 -0.262 -0.536
H 0.75265 3.11892 5.95258 -0.231 -0.348 -0.271
H 1.31985 2.05116 8.20626 0.544 -0.333 -0.594
H 0.31484 0.84917 7.27346 0.312 0.099 -0.385
H -0.38048 1.33562 9.45801 0.091 -0.084 -0.052
C -0.70060 3.99329 1.46274 0.353 0.471 0.510
C -1.13256 4.42295 2.89481 -0.640 -0.414 -0.739
O -2.14149 5.44872 2.80946 0.309 -0.094 -0.523
H -0.21407 4.81111 0.93117 -0.288 0.218 -0.002
H -1.51670 3.60817 0.85138 -0.334 0.324 0.239
H 0.04506 3.19869 1.43665 0.094 -0.168 0.561
H -0.31649 4.75091 3.53869 0.206 -0.054 -0.267
H -1.62087 3.56997 3.36608 0.217 -0.132 0.226
H -2.06982 6.08798 3.52207 0.118 -0.172 0.082
C -2.80901 -2.47703 -3.69250 -0.320 1.329 -0.310
C -4.19355 -2.79593 -3.09445 2.114 -1.559 -0.904
O -4.03935 -2.89683 -1.69757 -0.943 0.953 0.989
H -2.33434 -1.69601 -3.09854 -0.011 -0.019 0.467
H -2.92444 -1.93678 -4.63214 0.067 -0.534 -0.485
H -2.07739 -3.28048 -3.77795 -0.417 -0.253 -0.054
H -4.47929 -3.79453 -3.42499 -0.351 0.015 -0.455
H -4.92912 -2.09501 -3.48910 -0.087 0.217 1.011
H -3.31807 -3.49532 -1.48985 -0.009 -0.117 -0.247
C -6.14209 1.00288 -2.37845 -0.159 0.573 -0.943
C -5.59907 2.29159 -1.71474 0.133 -2.678 0.642
O -5.39674 2.01656 -0.32398 -0.300 1.078 0.124
H -7.21676 0.97324 -2.19869 0.066 -0.377 0.112
H -5.68825 0.04288 -2.13244 0.145 0.264 0.725
H -6.00532 1.05015 -3.45881 -0.154 0.302 -0.283
H -6.40933 3.01289 -1.82111 0.631 0.489 0.156
H -4.62265 2.55409 -2.12193 -0.221 0.577 -0.474
H -4.92730 1.18694 -0.21004 -0.228 -0.337 -0.262
C 0.81225 -4.29577 -4.27282 -1.032 0.015 -0.554
C 2.09728 -3.89556 -3.60565 0.004 1.447 1.747
C 1.74760 -3.40988 -2.11589 0.724 -0.212 0.547
C 1.58199 -4.53654 -1.11125 -0.415 -0.786 -0.831
C 2.73205 -5.53094 -1.22472 -0.765 -0.080 -0.208
C 2.96699 -6.14967 -2.66173 -0.933 1.321 3.057
N 3.08149 -5.00910 -3.59360 1.307 0.392 1.114
O 3.47866 -5.46896 -4.88247 -0.999 0.577 0.625
C 4.28066 -6.90300 -2.49029 0.009 0.212 -1.508
C 1.76288 -7.09304 -2.84298 -0.003 -0.465 -0.902
C 2.68844 -2.58961 -4.24735 0.971 -0.657 0.318
H 0.25503 -5.09282 -3.78054 0.433 -0.318 0.068
H 0.99718 -4.56943 -5.31157 -0.138 -0.107 -0.130
H 0.07132 -3.49642 -4.28643 0.309 0.413 -0.173
H 2.49716 -2.76183 -1.66169 0.637 0.128 -0.660
H 0.87031 -2.76322 -2.13289 -0.287 -0.150 -0.369
H 0.62281 -4.99192 -1.35763 -0.072 -0.541 0.119
H 1.50336 -4.32709 -0.04445 -0.036 0.928 -0.093
H 2.45753 -6.33279 -0.53933 0.252 -0.446 -0.108
H 3.62870 -5.09320 -0.78597 0.226 0.186 -0.399
H 5.00217 -6.34656 -1.89205 -0.152 -0.054 0.061
H 4.08334 -7.89316 -2.07952 0.239 0.103 0.005
H 4.68799 -6.96246 -3.49957 0.354 -0.564 0.081
H 1.58101 -7.27013 -3.90302 -0.209 -0.076 -0.157
H 1.91680 -8.08356 -2.41487 0.377 0.051 0.075
H 0.83410 -6.75151 -2.38600 0.117 0.328 -0.185
H 3.50276 -2.18046 -3.64938 0.577 -0.781 0.238
H 2.09374 -1.67768 -4.19430 -1.053 -0.598 -0.652
H 3.11599 -2.80554 -5.22647 -0.349 0.278 -0.185
H 2.64490 -5.85112 -5.16600 -0.064 -0.490 -0.947
C 2.99859 3.51435 -4.41037 0.291 -0.444 -0.088
C 1.63141 2.91244 -4.79382 -0.070 -0.605 0.013
C 1.58923 1.33946 -4.56573 0.214 0.520 0.184
C 1.72023 0.96944 -3.09240 0.633 2.255 0.197
C 0.62981 1.75632 -2.35763 -0.671 -1.337 -0.066
C 0.44519 3.30109 -2.58080 0.917 -2.179 -0.340
N 0.53363 3.50098 -4.02675 -0.766 -2.152 0.694
O 0.31509 4.81767 -4.30161 0.344 2.039 -0.395
C -0.99968 3.50981 -2.14769 0.062 0.315 0.818
C 1.52150 3.99372 -1.73880 0.029 1.551 0.094
C 1.33696 3.23516 -6.27826 0.642 0.281 0.211
H 3.31383 3.31303 -3.38656 -0.209 -0.103 -0.071
H 3.00634 4.59727 -4.53412 -0.131 -0.008 -0.126
H 3.77672 3.08406 -5.04082 0.052 0.079 -0.216
H 0.63464 0.93290 -4.89975 -0.157 0.235 -0.348
H 2.37290 0.87133 -5.16140 0.095 0.097 -0.131
H 2.64800 1.39016 -2.70466 0.523 -0.254 -0.142
H 1.75986 -0.09251 -2.84993 -0.441 0.027 -0.122
H 0.70005 1.52846 -1.29402 0.062 0.364 0.312
H -0.28091 1.24551 -2.67031 -0.525 0.236 -0.052
H -1.06964 3.00911 -1.18203 -0.340 -0.257 -0.005
H -1.34869 4.51666 -1.91846 0.324 0.289 -0.482
H -1.65310 3.03164 -2.87742 -0.055 0.049 0.123
H 1.97578 4.83343 -2.26476 -0.088 -0.023 -0.341
H 1.10843 4.50571 -0.86971 -0.168 -0.419 0.274
H 2.36414 3.37682 -1.42654 -0.263 -0.308 0.040
H 0.27860 3.38277 -6.49316 0.007 -0.273 0.132
H 1.75022 2.49039 -6.95843 -0.043 -0.151 0.118
H 1.84902 4.17127 -6.50097 -0.161 0.095 -0.210
H -0.50515 4.85208 -4.79924 -0.120 -0.006 -0.053
C 5.94106 -1.04183 0.48126 0.378 0.927 1.531
C 4.47325 -0.84526 0.89555 0.506 1.476 -2.038
C 3.97849 -2.24013 1.28757 -0.703 1.049 0.406
C 2.61692 -2.19224 1.96593 0.153 -0.760 -1.104
C 2.56116 -1.26768 3.16068 -0.597 -0.735 -1.061
C 3.11046 0.14916 2.82176 -0.363 0.829 1.103
N 4.37346 0.11773 2.03559 0.245 -2.418 0.566
O 5.10578 1.31994 1.87553 -0.883 -0.902 0.292
C 1.99969 0.96776 2.03152 1.235 -0.031 1.168
C 3.40415 0.77292 4.26021 0.734 0.571 -1.521
C 3.81837 -0.27082 -0.45408 -0.896 -0.555 0.677
H 6.12834 -1.97430 -0.05121 -0.171 0.185 -0.102
H 6.46449 -1.03391 1.43731 0.450 -0.437 -0.009
H 6.34146 -0.16640 -0.03002 -0.091 -0.188 -0.359
H 3.91141 -2.83320 0.37549 0.172 -0.137 0.014
H 4.69535 -2.67927 1.98135 0.224 -0.060 -0.107
H 2.36472 -3.22936 2.18698 -0.209 -0.017 0.515
H 1.88840 -1.92546 1.20029 -0.223 0.357 -0.062
H 2.90120 -1.84470 4.02063 1.107 0.701 0.176
H 1.50090 -1.21419 3.40781 -0.220 0.720 0.004
H 2.54257 1.78965 1.56474 -0.226 0.195 -0.216
H 1.46588 0.40682 1.26439 0.039 -0.132 0.153
H 1.32732 1.41458 2.76389 -0.316 -0.113 -0.161
H 2.54579 0.76993 4.93201 -0.011 -0.293 -0.152
H 4.28667 0.29099 4.68089 -0.350 -0.601 0.133
H 3.78027 1.79370 4.19197 -0.398 0.327 -0.289
H 2.73812 -0.40846 -0.50130 -0.234 -0.290 0.129
H 4.22239 -0.73256 -1.35500 0.180 -0.280 0.152
H 3.90773 0.79948 -0.64000 0.535 0.215 0.490
H 4.64209 1.82481 1.20343 -0.216 0.399 -0.408
O -4.40439 4.05444 1.51502 -0.021 -0.400 0.069
H -3.71222 4.50539 1.99854 0.242 0.504 0.389
H -4.18349 4.19345 0.59408 -0.125 -0.097 -0.304
O -4.67188 -0.58305 6.66764 0.327 0.384 0.661
H -3.75711 -0.54940 6.38780 0.211 -0.230 0.006
H -5.11769 -1.06769 5.97293 -0.460 -0.214 -0.520
O -5.51239 3.50892 4.63075 -0.018 0.096 -0.682
H -5.56426 4.41580 4.93258 -0.060 0.167 0.020
H -5.24541 3.01324 5.40487 0.062 -0.168 0.644
O -5.21329 -1.09403 0.33538 -0.320 0.221 -0.225
H -4.45501 -1.42223 -0.14787 0.134 -0.453 -0.277
H -4.83806 -0.61870 1.07666 -0.037 0.054 0.270
O -4.94339 2.25106 7.10684 -0.029 0.481 0.002
H -4.55185 1.40249 6.89983 -0.218 -0.765 -0.038
H -4.44174 2.57024 7.85698 0.100 0.190 0.184
O -5.95253 -1.18451 4.12168 0.128 -0.538 0.322
H -5.23631 -0.60182 3.86922 0.043 0.266 -0.189
H -6.71854 -0.61320 4.17703 -0.269 0.238 -0.059
```
Forces are in eV/Å.

=====

ORCA calculation (ωB97M-V with the def2-TZVPD basis set) on a single C5H10O2 molecule.

Calculated values
LUMO energy: 1.0 eV
structure (SMILES): CO[C@H]1CO[C@H]1C
highest occupied orbital energy: -9.64 eV

XYZ file:
```
17
Properties=species:S:1:pos:R:3:forces:R:3
C -1.60474 1.33705 -0.87126 -0.078 0.174 -0.255
O -1.21593 0.45776 0.16458 0.114 0.072 -0.020
C 0.13180 0.58183 0.53141 0.168 0.060 0.066
C 0.42948 -0.07817 1.87704 -0.194 0.178 0.279
O 1.37303 -0.98106 1.29583 0.125 -0.120 0.092
C 1.13348 -0.47611 -0.03123 0.051 -0.081 -0.330
C 0.58494 -1.55606 -0.94262 -0.098 -0.027 -0.031
H -1.90381 2.32285 -0.47653 0.126 -0.253 -0.026
H -0.80122 1.49003 -1.60794 -0.158 -0.103 0.130
H -2.46086 0.88788 -1.38012 0.088 0.085 0.067
H 0.47007 1.62302 0.42260 -0.061 -0.229 0.079
H -0.44255 -0.60164 2.28610 0.093 0.088 -0.020
H 0.88760 0.55135 2.64811 -0.099 -0.041 -0.099
H 2.06196 -0.04792 -0.43419 -0.178 -0.015 0.033
H 0.75066 -1.31592 -1.99988 -0.080 -0.024 0.184
H 1.09485 -2.50056 -0.71310 -0.045 0.243 -0.098
H -0.48877 -1.69434 -0.76880 0.224 -0.008 -0.052
```
Forces are in eV/Å.

=====

ORCA calculation (ωB97M-V with the def2-TZVPD basis set) on a single C4H8O2 molecule.

Calculated values
LUMO energy: 1.1 eV
structure (SMILES): C[C@@H](O)[C@H]1CO1
highest occupied orbital energy: -10.22 eV

XYZ file:
```
14
Properties=species:S:1:pos:R:3:forces:R:3
C 1.48318 -0.48607 0.88526 0.016 -0.032 0.016
C 0.44714 0.45291 0.29640 -0.108 -0.267 0.183
O 1.13750 1.47933 -0.38969 -0.120 0.196 -0.139
C -0.47859 -0.24337 -0.67618 0.208 -0.099 0.039
C -1.90938 -0.39747 -0.41946 -0.180 -0.175 0.170
O -1.43073 0.63283 -1.27388 -0.078 0.146 -0.136
H 2.05019 -0.98004 0.08838 -0.091 0.088 0.104
H 2.18499 0.08344 1.50013 -0.096 -0.080 -0.063
H 1.01044 -1.25068 1.50984 0.044 0.090 -0.094
H -0.16615 0.88444 1.10552 0.085 -0.026 -0.127
H 0.45932 1.99299 -0.85183 0.194 0.003 0.026
H 0.00344 -0.92115 -1.38325 -0.052 0.093 0.082
H -2.32732 -0.05690 0.52771 0.094 -0.046 -0.127
H -2.46405 -1.19025 -0.91895 0.085 0.109 0.066
```
Forces are in eV/Å.

=====

ORCA calculation (ωB97M-V with the def2-TZVPD basis set) on 2 unconnected molecules or ions with the total composition C4H5O2PS.

Calculated values
LUMO energy: 0.7 eV
structure (SMILES): Sc1occp1.C=O
highest occupied orbital energy: -7.92 eV

XYZ file:
```
13
Properties=species:S:1:pos:R:3:forces:R:3
C 1.30220 0.66806 -1.77823 -1.008 0.423 -1.168
C 0.09581 0.92272 -2.37642 0.694 -1.910 1.757
C 0.30126 -1.26681 -1.35848 -3.505 0.354 -0.330
C -0.63963 0.46693 2.46046 0.406 -0.826 -2.363
O 1.36452 -0.57193 -1.21338 3.098 1.322 0.143
O -0.46107 0.69858 1.30052 -0.196 1.380 -0.860
P -1.03011 -0.39816 -2.05498 0.458 -0.632 -0.242
S 0.19555 -2.82789 -0.62160 -0.671 -1.336 -1.360
H 2.22963 1.23121 -1.81869 -0.212 -0.298 0.362
H -0.30117 1.74994 -2.86052 0.173 1.703 -0.768
H -1.27204 0.95029 3.11744 -1.485 1.855 1.408
H -0.22470 -0.42196 2.76016 1.309 -2.428 1.784
H -0.53501 -3.32370 -1.74168 0.939 0.393 1.638
```
Forces are in eV/Å.

=====

ORCA calculation (ωB97M-V with the def2-TZVPD basis set) on a single C3H7N3O molecule.

Calculated values
LUMO energy: 0.9 eV
structure (SMILES): C=CC(=O)NNN
highest occupied orbital energy: -9.39 eV

XYZ file:
```
14
Properties=species:S:1:pos:R:3:forces:R:3
N -0.15228 -0.18806 0.45886 -0.149 -4.885 4.351
N 0.49329 -1.72875 0.89372 0.827 1.444 -1.305
C 0.14519 0.26781 -0.73825 -0.023 1.891 0.132
N 1.87730 -1.68161 1.07159 -0.090 -0.130 0.239
C -0.63538 1.56861 -0.80329 0.008 0.025 -1.006
C -1.96033 1.62188 -0.80460 0.210 0.131 0.441
O 1.03130 -0.08981 -1.49572 -0.324 -0.457 -0.133
H -0.51183 -0.80330 1.39209 0.103 1.974 -2.333
H 0.32916 -2.25222 0.03230 -0.174 0.118 0.208
H 2.35817 -1.16015 0.34125 -0.282 -0.060 0.031
H 2.10075 -1.31410 1.98743 -0.102 0.010 -0.104
H -0.01849 2.45923 -0.85249 -0.058 0.026 -0.195
H -2.49282 2.56209 -0.82729 0.048 0.086 -0.088
H -2.56403 0.73839 -0.65559 0.005 -0.174 -0.237
```
Forces are in eV/Å.

=====

Listing electronic energy for the structures above in their given order: -6722.0307, -85374.8392, -9440.4765, -8371.3723, -28445.0615, -9737.3426 eV.
Listing molar mass for the structures above in their given order: 71.079, 907.221, 102.133, 88.106, 148.123, 101.109 g mol⁻¹.